Entry 1:
C17H49NaO8S7 as an isolated structure in a non-equilibrium geometry, computed with wB97M-V/def2-TZVPD.

Structure (XYZ):
```
82
Properties=species:S:1:pos:R:3:lowdin_charge:R:1
Na -11.46 18.86 14.45 0.695
C -9.40 16.43 17.41 -0.013
C -8.90 17.71 16.69 -0.476
C -8.28 17.59 15.32 -0.051
O -9.91 18.67 16.67 0.040
H -10.02 15.82 16.75 0.055
H -9.97 16.69 18.30 0.097
H -8.64 15.77 17.82 0.071
H -8.12 17.97 17.41 0.132
H -9.00 17.30 14.55 0.043
H -7.45 16.89 15.42 0.080
H -7.82 18.48 14.90 0.080
C -10.06 12.74 19.34 -0.221
S -9.16 12.52 17.71 0.783
O -7.71 12.20 18.07 -0.571
C -9.78 10.82 17.30 -0.233
H -9.83 13.80 19.49 0.027
H -9.47 12.11 20.01 0.059
H -11.12 12.48 19.34 0.025
H -9.77 10.18 18.18 0.060
H -9.04 10.27 16.72 0.057
H -10.79 10.95 16.92 0.009
C -7.70 15.83 11.99 -0.253
S -6.99 17.47 11.53 0.850
O -6.49 17.31 10.09 -0.547
C -8.56 18.46 11.48 -0.244
H -6.90 15.11 12.14 0.041
H -8.38 15.43 11.24 0.057
H -8.17 16.20 12.91 0.001
H -9.08 18.24 10.55 0.058
H -8.16 19.47 11.43 0.046
H -9.22 18.32 12.33 0.015
C -14.82 13.17 17.56 -0.250
S -13.12 12.63 17.23 0.818
O -12.98 11.68 16.02 -0.547
C -12.43 14.22 16.80 -0.279
H -14.77 13.80 18.45 0.059
H -15.46 12.38 17.95 0.060
H -15.35 13.59 16.71 0.064
H -11.48 14.13 16.27 0.013
H -12.46 14.95 17.61 0.073
H -13.21 14.43 16.06 0.030
C -3.60 14.06 14.01 -0.228
S -4.57 13.27 15.39 0.876
O -3.92 13.88 16.59 -0.572
C -6.16 14.21 15.01 -0.254
H -4.28 14.14 13.17 0.031
H -2.74 13.42 13.78 0.049
H -3.30 15.04 14.38 0.055
H -6.76 14.12 15.91 0.028
H -6.65 13.51 14.34 0.037
H -5.93 15.17 14.55 0.030
C -11.03 13.87 13.28 -0.186
S -12.18 15.33 13.31 0.901
O -11.63 16.49 14.13 -0.623
C -11.78 15.89 11.63 -0.246
H -11.08 13.48 14.29 0.024
H -10.02 14.16 12.98 0.046
H -11.44 13.10 12.62 0.075
H -12.27 16.82 11.36 0.057
H -12.06 15.18 10.84 0.070
H -10.71 16.06 11.51 0.030
C -5.45 20.02 16.59 -0.266
S -5.15 21.00 18.10 0.833
O -4.62 20.04 19.14 -0.554
C -3.94 22.27 17.48 -0.235
H -4.55 19.71 16.05 0.055
H -6.12 20.50 15.87 0.043
H -5.92 19.06 16.83 0.016
H -3.20 21.77 16.87 0.049
H -3.50 22.75 18.36 0.051
H -4.44 23.11 17.01 0.050
C -3.79 16.28 18.13 -0.276
S -4.69 15.74 19.62 0.849
O -3.76 15.96 20.84 -0.567
C -6.01 17.01 19.60 -0.256
H -3.32 17.16 18.55 0.052
H -4.46 16.34 17.27 0.031
H -3.04 15.63 17.68 0.034
H -5.60 17.93 19.18 0.002
H -6.30 17.35 20.60 0.061
H -6.95 16.70 19.15 0.014
```

Values from the calculation:
- highest occupied orbital energy (spin up / spin down) (eV) = -9.558 / -9.556
- total charge = +1
- multiplicity = 2
- Kohn-Sham gap (spin up / spin down) (eV) = 5.42 / 4.06


Entry 2:
A 2-piece molecular cluster, C12H22N4OP overall in a non-equilibrium geometry, computed with wB97M-V/def2-TZVPD.

Structure (XYZ):
```
40
Properties=species:S:1:pos:R:3:lowdin_charge:R:1
N 4.88 -0.78 -0.60 -0.003
C 4.47 0.56 -0.15 -0.293
C 3.69 1.29 -1.23 -0.209
C 2.93 2.52 -0.70 -0.182
C 1.61 2.78 -1.45 -0.150
C 0.35 2.55 -0.59 -0.074
N -0.44 1.40 -1.08 -0.031
C -1.57 1.41 -1.86 0.022
C -1.93 0.12 -2.07 -0.027
N -1.01 -0.67 -1.41 -0.148
P -0.93 -2.40 -1.19 0.779
O -1.31 -2.77 0.17 -0.353
C -0.12 0.15 -0.82 -0.053
H 4.26 -1.15 -1.30 0.046
H 4.94 -1.42 0.17 0.064
H 5.37 1.12 0.08 0.115
H 3.87 0.50 0.76 0.102
H 4.39 1.62 -1.99 0.121
H 3.01 0.58 -1.71 0.090
H 3.57 3.38 -0.85 0.116
H 2.76 2.39 0.37 0.101
H 1.56 2.10 -2.30 0.108
H 1.56 3.78 -1.86 0.114
H -0.30 3.41 -0.58 0.133
H 0.62 2.31 0.43 0.129
H -2.03 2.32 -2.19 0.146
H -2.76 -0.28 -2.61 0.136
H -1.77 -2.87 -2.20 0.045
H 0.38 -2.71 -1.54 0.040
H 0.71 -0.17 -0.22 0.171
N -3.47 -2.60 2.22 -0.003
C -4.29 -3.26 3.09 -0.133
C -4.84 -2.33 3.94 -0.106
C -4.33 -1.06 3.56 -0.112
C -3.49 -1.26 2.50 -0.163
H -2.93 -3.02 1.48 0.088
H -4.42 -4.33 3.04 0.108
H -5.53 -2.54 4.74 0.093
H -4.55 -0.11 4.02 0.089
H -2.90 -0.57 1.92 0.086
```

Values from the calculation:
- highest occupied orbital energy (eV) = -10.039
- total charge = +1
- multiplicity = 1
- relative energy (zero: lowest compared OMol25 entry of this formula, charge and spin) (kcal/mol) = 0.0
- Kohn-Sham gap (eV) = 6.26


Entry 3:
A 2-piece molecular cluster, C9H14O overall in a non-equilibrium geometry, computed with wB97M-V/def2-TZVPD.

Structure (XYZ):
```
24
Properties=species:S:1:pos:R:3:lowdin_charge:R:1
C 2.22 -0.60 2.11 -0.056
C -0.44 -1.13 -0.52 -0.009
C -1.06 -2.30 -0.05 -0.328
C 0.58 -0.60 0.24 -0.055
C 1.00 -1.18 1.44 -0.285
C -0.69 -2.87 1.13 -0.031
C 0.36 -2.31 1.88 -0.046
O -2.06 -2.83 -0.85 0.025
H -0.93 -0.73 -1.41 0.118
H 1.11 0.26 -0.13 0.102
H -1.20 -3.76 1.50 0.115
H -2.72 -3.28 -0.29 0.109
H 3.14 -0.91 1.61 0.082
H 2.32 -0.85 3.17 0.072
H 0.66 -2.76 2.81 0.109
H 2.18 0.49 2.08 0.074
C -0.16 2.53 -1.78 -0.181
C -0.95 3.83 -1.89 -0.169
H 0.91 2.75 -1.81 0.065
H -0.48 1.98 -0.89 0.051
H -0.32 1.82 -2.59 0.059
H -0.93 4.34 -0.93 0.060
H -0.55 4.46 -2.68 0.056
H -2.00 3.65 -2.14 0.064
```

Values from the calculation:
- SMILES = Cc1ccc(O)cc1.CC
- highest occupied orbital energy (eV) = -8.508
- multiplicity = 1
- relative energy (zero: lowest compared OMol25 entry of this formula, charge and spin) (kcal/mol) = 6.6
- Kohn-Sham gap (eV) = 9.39


Entry 4:
A single C3H8N2O2 molecule, computed with wB97M-V/def2-TZVPD.

Structure (XYZ):
```
15
Properties=species:S:1:pos:R:3:lowdin_charge:R:1
N 2.27 1.22 -0.58 0.156
C 1.04 0.82 -0.11 -0.580
O 0.30 1.68 0.37 0.037
N 0.67 -0.50 -0.22 0.069
C -0.77 -0.85 -0.32 -0.155
C -1.63 -0.79 0.95 -0.285
O -1.65 0.44 1.60 -0.074
H 2.51 2.15 -0.25 0.108
H 3.03 0.60 -0.77 0.097
H 1.30 -1.08 -0.76 0.129
H -0.83 -1.88 -0.69 0.120
H -1.24 -0.19 -1.06 0.125
H -1.40 -1.60 1.66 0.113
H -2.64 -1.01 0.55 0.115
H -0.93 1.00 1.21 0.024
```

Values from the calculation:
- SMILES = NC(=O)NCCO
- highest occupied orbital energy (eV) = -9.492
- multiplicity = 1
- relative energy (zero: lowest compared OMol25 entry of this formula, charge and spin) (kcal/mol) = 10.0
- Kohn-Sham gap (eV) = 10.07


Entry 5:
A 4-piece molecular cluster, H7O3S overall, computed with wB97M-V/def2-TZVPD.

Structure (XYZ):
```
11
Properties=species:S:1:pos:R:3:lowdin_charge:R:1
S -0.93 -0.70 -0.35 0.533
H -1.38 -1.80 0.29 -0.239
H -0.88 -1.07 2.87 0.031
H 0.20 -1.29 1.82 -0.058
O -0.01 -1.46 2.75 -0.084
H 1.65 -0.12 -0.36 -0.049
H 2.27 0.30 0.97 0.028
O 2.20 0.56 0.05 -0.085
H -1.17 2.62 -2.59 0.036
H -1.12 1.12 -2.42 -0.042
O -0.83 1.83 -3.02 -0.071
```

Values from the calculation:
- highest occupied orbital energy (spin up / spin down) (eV) = -11.176 / -10.782
- multiplicity = 2
- relative energy (zero: lowest compared OMol25 entry of this formula, charge and spin) (kcal/mol) = 8.4
- Kohn-Sham gap (spin up / spin down) (eV) = 11.48 / 7.20


Entry 6:
A 9-piece molecular cluster, C10H19Cl16N2O3P overall in a non-equilibrium geometry, computed with wB97M-V/def2-TZVPD.

Structure (XYZ):
```
51
Properties=species:S:1:pos:R:3:lowdin_charge:R:1
O -3.41 0.62 -1.00 0.165
C -2.27 0.58 -0.82 -0.467
N -1.14 0.80 -0.42 -0.101
P -0.57 -0.61 0.52 0.778
C 0.38 0.14 1.99 -0.385
O 1.66 0.54 1.45 -0.318
N 2.09 1.74 2.04 -0.010
O 2.70 1.47 3.01 0.085
H -1.70 -1.28 1.10 -0.039
H 0.54 -0.69 2.72 0.031
H -0.19 0.99 2.43 0.094
C -0.85 -3.43 4.34 -0.993
Cl -0.10 -3.57 2.74 0.523
Cl -1.15 -1.74 4.77 0.526
H -1.80 -3.96 4.33 0.029
H -0.19 -3.87 5.08 0.029
C -0.27 -4.97 -0.82 -1.005
Cl 1.27 -5.40 -1.57 0.507
Cl -0.40 -3.22 -0.55 0.430
H -1.08 -5.29 -1.48 0.026
H -0.35 -5.48 0.13 0.013
C 2.56 0.99 -2.44 -0.970
Cl 1.53 -0.06 -1.46 0.499
Cl 2.72 2.59 -1.70 0.491
H 3.54 0.54 -2.53 -0.026
H 2.11 1.11 -3.43 0.030
C -6.64 0.09 -1.04 -1.027
Cl -6.99 -0.52 -2.67 0.500
Cl -7.78 -0.57 0.14 0.476
H -5.64 -0.20 -0.77 -0.004
H -6.73 1.17 -1.05 0.029
C -7.76 -4.76 0.71 -1.024
Cl -7.24 -3.73 -0.63 0.485
Cl -6.39 -5.59 1.46 0.491
H -8.24 -4.14 1.46 0.025
H -8.46 -5.50 0.34 0.025
C 1.71 5.84 0.15 -1.011
Cl 3.26 5.41 -0.60 0.429
Cl 1.58 7.58 0.39 0.506
H 0.91 5.50 -0.49 0.028
H 1.64 5.34 1.12 0.025
C 4.93 -1.51 -0.49 -0.989
Cl 5.03 -1.71 -2.24 0.525
Cl 3.31 -1.86 0.11 0.501
H 5.63 -2.20 -0.02 0.025
H 5.19 -0.49 -0.23 0.031
C 6.71 6.64 -2.91 -1.015
Cl 5.50 5.43 -2.49 0.473
Cl 6.46 8.14 -2.01 0.505
H 7.70 6.25 -2.67 0.025
H 6.65 6.86 -3.97 0.025
```

Values from the calculation:
- SMILES = O=C=NPCON=O.ClCCl.ClCCl.ClCCl.ClCCl.ClCCl.ClCCl.ClCCl.ClCCl
- highest occupied orbital energy (eV) = -8.675
- multiplicity = 1
- Kohn-Sham gap (eV) = 8.32


Values for energy, eV, ordered as above
-115051.2285, -30090.9306, -11607.3519, -10316.5198, -17089.5734, -229443.3662